ORCA calculation (wB97M-V/def2-TZVPD) on C7H10 in the gas phase.

```
! RIJCOSX wB97M-V def2-TZVPD def2/J DEFGRID3
* xyz 0 1
C 2.068 0.507 -0.013
C 1.012 -0.523 0.378
C -0.411 -0.148 -0.055
C -1.126 -1.078 -1.013
C -1.574 -1.005 0.409
C -0.738 1.270 -0.006
C -1.042 2.418 0.210
H 2.139 0.631 -1.098
H 3.052 0.203 0.355
H 1.829 1.481 0.422
H 1.279 -1.498 -0.052
H 1.024 -0.661 1.465
H -1.756 -0.694 -1.806
H -0.567 -1.965 -1.297
H -1.379 -1.835 1.080
H -2.499 -0.475 0.618
H -1.338 3.422 0.429
*
```

The calculation puts the HOMO energy at -9.26 eV. As for the SMILES: C#CC1(CC)CC1. The calculation puts the relative energy (zero: lowest compared OMol25 entry of this formula, charge and spin) at 2.548 eV. Its total energy is -7418.487 eV. The largest force on an atom is 0.0100 hartree/bohr.